{
  "formula": "C34H77N3O9S3",
  "method": "wB97M-V/def2-TZVPD",
  "e_homo_ev": -8.3,
  "smiles": "C=CC[C@H](O[C@@](CCCCCCCSc1nnco1)(COCCC)CSCC)[C@@H](N)S.CCO.CCO.CCO.CCO.CCO.CCO",
  "energy_ev": -91898.9241,
  "symbols": ["S", "S", "S", "O", "O", "O", "O", "O", "O", "O", "O", "O", "N", "N", "N", "C", "C", "C", "C", "C", "C", "C", "C", "C", "C", "C", "C", "C", "C", "C", "C", "C", "C", "C", "C", "C", "C", "C", "C", "C", "C", "C", "C", "C", "C", "C", "C", "C", "C", "H", "H", "H", "H", "H", "H", "H", "H", "H", "H", "H", "H", "H", "H", "H", "H", "H", "H", "H", "H", "H", "H", "H", "H", "H", "H", "H", "H", "H", "H", "H", "H", "H", "H", "H", "H", "H", "H", "H", "H", "H", "H", "H", "H", "H", "H", "H", "H", "H", "H", "H", "H", "H", "H", "H", "H", "H", "H", "H", "H", "H", "H", "H", "H", "H", "H", "H", "H", "H", "H", "H", "H", "H", "H", "H", "H", "H"],
  "xyz": [[4.2109, -1.8002, 4.4196], [7.4540, -3.2593, -3.0315], [1.7992, 4.1256, 1.3768], [-0.5133, 1.0642, -5.1970], [-4.1269, -1.4292, -6.0542], [0.1285, 0.7841, 7.2512], [0.3142, 0.3774, -0.4493], [0.6413, 5.5960, 7.2932], [1.7687, 0.7190, 2.2624], [-10.4881, -2.0768, -3.0654], [5.0433, -3.7790, -4.7011], [-7.5563, -3.3656, -2.7074], [2.1112, -1.9153, 2.5233], [4.6222, -5.9379, -3.7166], [5.7279, -5.4079, -3.0891], [5.1891, -1.0145, 1.1100], [-0.9875, 0.8073, -0.9661], [1.3517, 1.2216, -6.7169], [-1.3311, 4.5905, 8.2381], [2.2327, 1.2588, 0.9895], [2.6619, 5.5720, 0.5627], [-5.5482, -1.3831, -5.9903], [6.5211, -1.7077, 0.5189], [5.9720, -4.1176, -3.6917], [1.6873, 2.5891, 4.4384], [-0.7766, 5.6815, 7.3435], [-8.0941, -5.5633, -1.8760], [2.9690, 2.7042, 1.1417], [-2.7109, -0.4479, -2.5894], [-0.1622, -0.8625, 8.9886], [2.8324, 0.4742, 3.2008], [4.6096, 0.1827, 0.1952], [7.6141, -0.6863, -0.0563], [0.4749, -0.5362, 7.6524], [2.6544, 1.3294, 4.5868], [0.8572, 1.5988, 0.1813], [0.2766, 2.5200, 4.4840], [-7.1532, -4.3774, -1.7932], [-1.2733, 0.3092, -2.4658], [7.0187, -1.4781, -2.5770], [3.0184, 0.2261, 0.0555], [8.1459, -1.0135, -1.5356], [2.6669, -1.0884, 3.6686], [-10.5696, -0.7049, -3.4372], [0.5178, 0.3175, -5.8305], [-6.0678, -2.4761, -5.0775], [2.3519, 5.4645, -1.0317], [4.2095, -4.9504, -4.6796], [-11.8545, -0.4442, -4.1977], [8.5969, -0.0306, -1.9446], [1.0451, 2.3284, -0.6912], [-7.7918, -6.3512, -1.1817], [1.8529, -1.1516, 4.4879], [0.8676, 4.7240, 6.9407], [0.0608, -0.4882, -6.4141], [3.3302, -5.0753, -5.4045], [-8.4565, -3.0969, -2.4681], [1.1390, -2.1623, 2.7769], [-1.0467, 3.6021, 7.8645], [-1.0631, 1.4502, -5.8921], [6.1802, -2.5172, -0.2085], [0.1713, -0.1601, 9.7581], [-0.2831, 3.4919, 4.7406], [-0.3018, 1.5760, 4.2335], [7.3131, 0.4122, -0.0364], [-1.2499, -0.7743, 8.9263], [8.5349, -0.7702, 0.6394], [0.4509, 1.3896, 7.9318], [-7.1442, -3.9558, -0.7830], [-11.9011, -1.0592, -5.1012], [-10.5086, -2.6007, -3.8775], [-8.1072, -5.9722, -2.8897], [-2.4212, 4.6457, 8.2913], [5.0296, -0.0153, -0.8666], [-10.5370, -0.1056, -2.5253], [-12.7217, -0.7085, -3.5871], [-9.6964, -0.4533, -4.0475], [2.7859, 0.5214, -1.0377], [5.5064, -0.5292, 2.1079], [4.6492, -2.7121, 3.4482], [-5.8373, -0.4002, -5.6123], [-1.3749, 1.2344, -3.1410], [4.4204, -1.8497, 1.2459], [3.8804, 0.7178, 2.8313], [-2.7812, -1.1574, -1.6984], [2.6292, -0.8489, 0.1694], [-11.9320, 0.6072, -4.4842], [3.4866, 2.8741, 0.1191], [2.6316, -2.7981, 2.4369], [8.9885, -1.7815, -1.5088], [1.5658, -0.6115, 7.7111], [-2.7737, -1.0532, -3.5576], [6.9997, -2.2697, 1.4104], [-5.9493, -1.4957, -7.0031], [-1.1710, 5.5925, 6.3260], [-1.8475, 0.4401, -0.2866], [-5.6552, -2.3654, -4.0727], [3.6972, 1.7403, 4.8749], [-9.1188, -5.2612, -1.6405], [0.0255, 1.9616, 0.8889], [2.9832, 4.6226, -1.5100], [-1.0443, 6.6665, 7.7314], [-3.8785, -2.2973, -6.3974], [2.1990, 3.6107, 4.2840], [1.1377, -0.1305, -5.0508], [0.0919, -1.8770, 9.3052], [2.1519, 0.6600, -7.2054], [0.1225, -1.2262, 6.8825], [7.0378, -0.8473, -3.5448], [1.2643, 5.1213, -1.1140], [2.3694, 6.5798, 1.0042], [3.8025, 5.4139, 0.6612], [2.3166, 0.6860, 5.4643], [-1.0909, 1.9561, -0.9795], [-7.1571, -2.4479, -5.0156], [5.1121, 1.1408, 0.5510], [-0.4486, -0.3291, -2.9251], [3.8058, 2.7052, 1.9164], [1.7955, 2.0302, -6.1302], [-3.5913, 0.2872, -2.6069], [-6.1352, -4.6787, -2.0502], [-0.9235, 4.6788, 9.2487], [-5.7614, -3.4619, -5.4411], [0.7303, 1.6895, -7.4861], [5.9497, -1.4363, -2.1865], [2.5517, 6.4656, -1.5628]],
  "atomic_forces_ev_per_a": [[-0.052, -0.463, -0.514], [-1.573, 0.266, -0.750], [0.628, 0.519, 0.449], [0.012, 0.070, -0.199], [0.267, 0.179, -0.107], [-0.026, 0.053, -0.149], [-1.009, 2.136, 0.078], [0.185, 0.095, -0.025], [2.061, 0.733, -0.258], [0.200, -0.292, 0.183], [0.208, -3.729, 2.439], [-0.103, 0.015, 0.114], [0.362, -0.229, 1.241], [-0.632, 4.993, -3.832], [-0.329, 4.572, -2.987], [0.834, 0.673, -0.042], [-1.046, -0.241, -0.787], [0.188, 0.018, -0.036], [-0.141, -0.034, 0.129], [-1.844, 0.905, -1.138], [1.346, -0.871, -1.817], [0.068, -0.514, 0.003], [-0.416, 0.006, 0.880], [-0.669, -3.195, 2.037], [-1.949, -0.363, 0.272], [0.139, -0.426, -0.017], [-0.002, -0.184, 0.016], [1.161, -0.667, -1.355], [0.819, -0.093, 0.034], [-0.082, -0.162, 0.076], [-0.409, -0.855, 1.934], [0.702, -1.104, -0.642], [0.906, -0.584, 0.115], [0.008, 0.270, 0.360], [0.233, 1.208, -0.746], [0.090, -1.036, 0.131], [2.696, 0.814, -0.162], [-0.408, 0.077, -0.034], [-1.251, 0.603, -0.440], [-0.374, 0.453, -0.769], [0.659, 0.068, -0.439], [-0.126, 0.774, -0.260], [-1.271, -0.147, -1.041], [-0.108, -0.072, -0.333], [-0.191, 0.284, -0.281], [0.004, 0.168, -0.047], [-0.115, -0.101, 0.611], [1.327, -2.305, 2.343], [-0.133, 0.077, 0.010], [-0.567, -1.663, 0.587], [-0.112, -0.786, 1.589], [-0.078, 0.006, -0.030], [1.581, 0.504, -1.031], [-0.018, 0.193, 0.013], [0.161, -0.110, -0.016], [1.699, 0.577, 1.305], [0.123, 0.085, -0.102], [0.869, 0.179, -0.453], [-0.126, 0.034, -0.100], [0.085, -0.120, 0.151], [0.728, 1.176, 0.623], [0.086, -0.092, -0.019], [0.709, -1.615, -1.058], [0.867, 1.226, 1.013], [0.005, -1.567, 0.066], [0.090, -0.061, -0.068], [-1.415, 0.306, -1.137], [-0.059, -0.105, -0.175], [0.116, -0.157, 0.084], [0.064, 0.110, -0.024], [-0.019, 0.097, 0.176], [0.096, 0.019, 0.079], [0.043, -0.089, 0.013], [-0.702, 0.467, 1.575], [0.061, -0.215, 0.007], [0.099, 0.080, 0.012], [-0.015, 0.182, 0.037], [0.281, -0.292, 1.788], [-0.809, -1.124, -1.315], [-0.720, 1.119, 0.719], [0.208, -0.022, -0.057], [0.477, -1.495, 1.131], [0.950, 1.403, 0.022], [-1.514, -0.638, 0.041], [-0.249, 0.855, -1.206], [0.297, 1.836, 0.122], [-0.023, -0.072, -0.036], [-0.774, -0.245, 1.573], [-0.423, 0.516, 0.169], [-1.140, 0.927, -0.004], [0.021, -0.217, -0.001], [0.125, 0.858, 1.325], [-0.735, 0.760, -1.493], [-0.174, 0.097, 0.018], [-0.199, 0.065, 0.044], [1.441, 0.348, -0.784], [-0.154, 0.077, -0.102], [-1.628, -0.667, -0.432], [0.070, -0.012, 0.103], [1.628, -0.139, -0.862], [-0.877, 1.456, 0.798], [0.199, -0.029, -0.068], [-0.062, 0.190, 0.107], [-0.961, -1.656, 0.801], [-0.180, 0.076, 0.069], [-0.017, 0.067, 0.053], [-0.032, 0.071, -0.036], [0.001, 0.193, -0.051], [0.097, -1.027, 1.628], [1.433, 0.822, -0.193], [0.159, -1.608, -0.424], [-1.785, 0.476, 0.235], [0.209, 0.778, -1.306], [0.417, -1.693, 0.115], [0.109, -0.089, 0.070], [-0.940, -1.016, -0.537], [-1.012, 0.796, 0.986], [-1.232, -0.042, -0.828], [-0.001, -0.123, 0.009], [1.329, -1.029, 0.271], [-0.060, 0.162, -0.064], [-0.061, 0.101, -0.072], [-0.113, 0.019, -0.080], [0.037, -0.117, -0.034], [1.532, -0.130, -0.266], [-0.365, -1.611, 0.684]]
}